Entry 1:
113
Properties=species:S:1:pos:R:3:mulliken_charge:R:1 method="wB97M-V/def2-TZVPD" e_homo_ha=-0.333 de_lowest_kj_mol=33.9 max_force_ha_per_bohr=0.015 spin_multiplicity=1 lumo_energy_ha=-0.0894 total_energy_ev=-246102.8794 charge=+1 gap_ha=0.2431
Mg 0.33154 -0.69880 1.21352 1.485
Se -0.70908 -2.11306 3.04205 -0.449
P 0.99879 -1.48668 4.25646 0.345
Se 2.43014 -0.34335 3.11102 -0.464
C 0.39362 -0.51429 5.66692 0.777
C 0.98599 0.68890 6.02894 -0.165
C 0.50049 1.40422 7.11607 -0.755
C -0.57738 0.92190 7.84102 -0.474
C -1.17034 -0.28296 7.48307 -0.674
C -0.68900 -0.99711 6.40019 -0.572
C 1.77998 -2.93283 5.01719 0.874
C 3.10036 -2.84811 5.45367 -0.436
C 3.68587 -3.92291 6.10243 -0.681
C 2.95888 -5.08571 6.31691 -0.440
C 1.64553 -5.17463 5.88007 -0.704
C 1.05564 -4.10112 5.22905 -0.350
H 1.82959 1.05987 5.46060 0.372
H 0.97146 2.33691 7.39855 0.421
H -0.95705 1.48047 8.68633 0.402
H -2.01007 -0.66477 8.04822 0.410
H -1.16332 -1.92966 6.11787 0.304
H 3.67118 -1.94592 5.27156 0.331
H 4.71189 -3.85340 6.43860 0.400
H 3.42035 -5.92704 6.81700 0.380
H 1.07896 -6.08203 6.04102 0.402
H 0.03722 -4.18058 4.87002 0.292
C 4.21802 5.26248 -0.46622 -1.685
C 3.75157 3.84174 -0.60143 0.948
C 4.56450 2.78394 -0.21177 -0.923
C 4.15886 1.46936 -0.40689 -0.989
C 2.91731 1.21671 -0.97429 0.924
C 2.07604 2.25830 -1.34943 -0.022
C 2.50026 3.55785 -1.15880 -0.782
S 2.58927 -0.47674 -1.32461 -0.477
O 1.36597 -0.86918 -0.54408 -0.546
C 2.12783 -0.25752 -3.04558 1.203
C 3.26340 0.24160 -3.74167 -0.906
C 3.15898 0.71204 -5.01021 -1.298
C 1.89271 0.76262 -5.64315 0.764
C 1.74324 1.31481 -6.93905 -0.984
C 0.52088 1.36197 -7.53861 -0.690
C -0.61261 0.86120 -6.86085 -0.883
C -0.49047 0.30050 -5.62332 -1.087
C 0.77304 0.22470 -4.97525 1.472
C 0.90700 -0.37713 -3.67020 0.536
C -0.24248 -1.29149 -3.33718 -1.149
C -0.27294 -2.49938 -4.12536 1.470
C 0.84258 -2.92356 -4.89645 -0.840
C 0.78176 -4.05529 -5.65616 -0.860
C -0.39627 -4.83089 -5.69494 -0.660
C -1.47140 -4.46904 -4.93873 -1.108
C -1.42991 -3.30818 -4.12934 1.053
C -2.54136 -2.95209 -3.31744 -1.303
C -2.47554 -1.86396 -2.51211 -1.545
C -1.32045 -1.04192 -2.53065 0.694
S -1.17708 0.13912 -1.22757 1.881
O -1.25299 -0.80258 -0.02303 -0.235
C -2.73219 0.97450 -1.25663 -0.377
C -3.21160 1.49162 -2.45093 -0.488
C -4.38149 2.23453 -2.43754 -0.999
C -5.07279 2.46230 -1.24921 1.015
C -6.35492 3.24601 -1.24509 -1.561
C -4.56333 1.92891 -0.06775 -0.921
C -3.39206 1.18710 -0.05662 -0.508
H 5.02494 5.34803 0.25952 0.416
H 3.40484 5.92192 -0.16120 0.337
H 4.59181 5.63195 -1.42284 0.366
H 5.52978 2.98300 0.23598 0.403
H 4.80292 0.64943 -0.11492 0.532
H 1.11166 2.05100 -1.79902 0.303
H 1.85365 4.37601 -1.45465 0.400
H 4.22432 0.24557 -3.24044 0.555
H 4.03435 1.06771 -5.53833 0.453
H 2.62109 1.70087 -7.44186 0.464
H 0.41376 1.78204 -8.52942 0.402
H -1.58611 0.91995 -7.32894 0.477
H -1.37063 -0.07957 -5.12281 0.311
H 1.76389 -2.35809 -4.86627 0.333
H 1.64614 -4.36397 -6.22868 0.463
H -0.43805 -5.71660 -6.31435 0.413
H -2.37376 -5.06724 -4.93556 0.465
H -3.42560 -3.57694 -3.32025 0.449
H -3.29318 -1.62205 -1.84528 0.804
H -2.69088 1.30913 -3.38374 0.445
H -4.77055 2.63448 -3.36535 0.377
H -6.48810 3.78995 -2.17847 0.368
H -6.37787 3.96311 -0.42470 0.389
H -7.21164 2.58156 -1.12002 0.312
H -5.09993 2.08623 0.86044 0.471
H -3.00817 0.75244 0.85835 0.777
O -0.00036 1.29705 1.37092 -0.931
S 0.17025 2.19168 2.60280 0.706
C -0.95446 3.56344 2.28751 -0.844
C -0.20341 4.53952 1.39659 -0.333
C 1.18199 4.63940 2.02939 -0.557
C 1.64353 3.19948 2.27258 0.606
H -1.18004 3.99675 3.26485 0.453
H -1.86397 3.13382 1.87027 0.247
H -0.71103 5.50065 1.32305 0.538
H -0.12542 4.11702 0.39236 0.065
H 1.11638 5.17460 2.97918 0.385
H 1.89677 5.16972 1.40122 0.056
H 2.33410 3.07050 3.10377 0.593
H 2.07599 2.74178 1.38114 -0.900
C -1.87507 -4.20094 0.12315 -0.650
Te -3.52691 -3.10996 0.89612 0.291
C -4.20046 -4.69576 2.13283 -0.961
H -2.22696 -5.03977 -0.47207 0.449
H -1.25633 -4.54269 0.95003 0.457
H -1.29912 -3.52138 -0.50075 -0.207
H -3.41086 -4.95696 2.83306 0.246
H -4.47693 -5.55641 1.53057 0.314
H -5.06896 -4.34373 2.68400 0.328

Entry 2:
16
Properties=species:S:1:pos:R:3:nbo_charge:R:1 method="wB97M-V/def2-TZVPD" e_homo_ha=-0.148 de_lowest_kj_mol=68.1 max_force_ha_per_bohr=0.067 spin_multiplicity=1 lumo_energy_ha=0.1165 total_energy_ev=-20699.3453 charge=-1 gap_ha=0.2648
O -2.14274 1.52040 -0.22186 -0.756
C -1.13479 1.73103 0.45300 0.796
O -0.54782 2.71056 0.94972 -0.783
C -0.14023 0.40921 0.49888 -0.179
C 0.47308 0.15925 -0.87004 -0.427
C 1.31150 -1.12623 -0.98597 -0.530
S 0.39590 -2.64977 -0.69493 -0.084
N 0.80020 0.53035 1.61230 -0.906
H -0.73726 -0.50540 0.83974 0.157
H 1.15857 1.01346 -1.08633 0.201
H -0.29321 0.16346 -1.65032 0.228
H 1.63434 -1.18937 -2.05150 0.208
H 2.32085 -1.14738 -0.56148 0.202
H 0.16797 -2.34270 0.66769 0.145
H 1.76744 0.25709 1.47635 0.333
H 0.71983 1.49213 1.94916 0.396

Entry 3:
83
Properties=species:S:1:pos:R:3:mulliken_charge:R:1 method="wB97M-V/def2-TZVPD" e_homo_ha=-0.330 de_lowest_kj_mol=363.3 max_force_ha_per_bohr=0.152 spin_multiplicity=1 lumo_energy_ha=0.0140 total_energy_ev=-42964.3783 charge=0 gap_ha=0.3443
C -1.77571 5.03135 2.41376 -1.330
C -1.61971 3.55335 2.10476 0.112
O -1.51671 3.24235 0.72576 -0.561
H -1.98171 5.08735 3.45676 0.407
H -2.60871 5.55335 1.94676 0.321
H -0.80571 5.48535 2.18376 0.255
H -2.45671 3.01435 2.63576 0.277
H -0.73071 3.14935 2.70576 0.061
H -1.23471 2.27935 0.67476 0.423
C -1.03971 -1.96365 -3.59224 -0.620
C -1.55871 -3.06065 -4.55924 -0.450
O -2.78971 -2.66365 -5.16024 -0.542
H -0.17671 -2.25065 -2.94824 0.229
H -1.88971 -1.72765 -2.87124 -0.010
H -0.80771 -0.93765 -3.95824 0.511
H -1.65871 -3.99865 -3.97524 0.184
H -0.83671 -3.37965 -5.27624 0.399
H -2.95671 -3.28865 -5.94624 0.317
C -1.10871 -3.17865 -0.17024 -0.366
C -1.06171 -4.38965 -1.08824 0.193
O -1.70571 -5.51865 -0.48524 -0.559
H -2.14871 -2.99465 0.14076 0.300
H -0.65871 -2.29965 -0.58124 -0.137
H -0.60071 -3.36965 0.78076 0.235
H 0.07229 -4.51965 -1.25524 0.094
H -1.39771 -4.09065 -2.06224 -0.260
H -2.07171 -6.09465 -1.19024 0.362
C 1.66529 3.53535 0.48776 -0.028
C 1.98429 3.27735 -0.98124 -0.071
O 0.69329 2.91735 -1.53024 -0.516
H 0.97529 4.35435 0.66376 0.187
H 2.53729 3.74635 1.18076 0.309
H 1.25829 2.56635 0.90076 -0.269
H 2.57029 2.43835 -1.26824 -0.160
H 2.51829 4.14935 -1.44524 0.315
H 0.55929 1.96935 -1.27324 0.307
C 4.93429 0.11135 1.60476 -1.222
C 4.09529 1.37535 1.70876 0.449
O 4.78229 2.35635 0.85176 -0.540
H 5.93229 0.37135 1.83376 0.423
H 4.86229 -0.15065 0.59176 0.248
H 4.66329 -0.72965 2.24376 0.256
H 4.11129 1.72435 2.76176 0.406
H 3.12329 1.21735 1.26776 -0.458
H 5.43929 2.87035 1.39976 0.307
C 0.04629 0.18435 0.45876 -1.246
O 1.21029 -0.23865 1.18876 -0.269
N -1.02571 0.61735 1.08276 1.229
N -0.04371 0.27235 -0.80324 0.091
H -0.91371 0.58435 2.10576 0.595
H -1.90171 0.50635 0.65976 -0.147
H 0.64829 -0.34665 -1.28224 0.053
H -0.81271 0.63035 -1.31024 0.333
C -3.91771 -0.49765 0.89076 -0.510
O -3.77471 0.84135 0.53776 -0.616
H -4.40071 -0.39765 1.82876 0.328
H -2.94671 -1.08765 1.01276 -0.029
H -4.58971 -0.96465 0.16076 0.387
H -4.68771 1.04435 0.19476 0.360
C 1.80629 -3.43965 2.04976 -0.273
O 2.76029 -2.38965 2.04576 -0.545
H 0.96829 -3.04665 2.53976 0.103
H 2.26029 -4.25365 2.61576 0.346
H 1.61329 -3.66865 0.93976 -0.020
H 2.27829 -1.64965 1.69676 0.432
C 0.02029 -0.64265 3.82276 -0.121
O -0.62171 0.59735 3.68676 -0.623
H 1.07029 -0.45865 3.90876 0.319
H 0.00529 -1.19765 2.87776 -0.474
H -0.37171 -1.38265 4.55476 0.348
H -0.32471 1.19535 4.39576 0.319
C -3.33471 1.00235 -2.66624 -0.821
O -2.15371 1.53935 -2.22924 -0.327
H -4.10471 1.42935 -2.04124 0.217
H -3.37071 -0.05665 -2.59524 0.256
H -3.52171 1.10835 -3.70224 0.405
H -2.05271 2.39835 -2.64324 0.216
C 2.87929 -0.16065 -2.00724 -0.254
O 1.94929 -1.20765 -1.81524 -0.578
H 2.89229 0.48135 -1.08824 -0.400
H 2.60929 0.49035 -2.84424 0.230
H 3.84729 -0.52565 -2.28724 0.575
H 2.42729 -2.07965 -1.58824 0.322

Entry 4:
13
Properties=species:S:1:pos:R:3:nbo_charge:R:1 method="wB97M-V/def2-TZVPD" e_homo_ha="-0.499 / -0.499" de_lowest_kj_mol=744.3 max_force_ha_per_bohr=0.095 spin_multiplicity=1 lumo_energy_ha="-0.1935 / -0.1935" total_energy_ev=-8805.2374 charge=+1 gap_ha="0.3051 / 0.3051"
C -1.73137 -0.35713 -0.28611 0.214
C -1.94509 1.04318 -0.00907 -0.192
C 1.96641 -0.76550 -0.37735 -0.395
C 1.92685 0.34670 0.61878 0.127
C 0.88829 0.28880 -0.55101 0.341
N -0.63954 0.30652 -0.16922 -0.211
O 1.65462 1.40946 -0.29288 -0.388
H -2.05830 -1.23743 -0.63052 0.246
H -2.11821 1.77588 -0.91413 0.255
H -2.04455 1.29569 1.04301 0.240
H 2.59126 -0.95879 -1.23311 0.260
H 1.76379 -1.70642 -0.05793 0.239
H 1.83129 0.24013 1.71640 0.262

Among the records above, which one has the lowest charge?
C4H8NO2S